(1)
ORCA calculation (ωB97M-V/def2-TZVPD) on a cluster of 12 separate species, C30H55BCl33O5PSi in total at a distorted geometry.

Each line ends with the Löwdin charge.
Atoms and positions in Å:
C: -0.16 0.84 2.08  -0.1150
C: 1.06 0.30 1.23  -0.2293
C: 0.87 0.67 -0.31  -0.2065
C: 1.75 -0.23 -1.26  -0.1949
C: 1.32 -1.75 -1.14  -0.2018
C: 0.75 -2.19 -2.53  -0.1983
C: 0.17 -3.66 -2.58  -0.2301
C: -0.37 -4.20 -1.20  -0.2524
Si: 0.83 -5.25 -0.15  0.7157
C: -0.11 -6.87 0.30  -0.2145
C: 0.85 -8.05 0.75  -0.2823
O: 0.86 -9.06 -0.25  -0.0911
C: 1.22 -4.22 1.45  -0.2485
C: 0.02 -4.12 2.45  -0.2448
C: -0.84 -2.80 2.26  -0.1909
P: -2.66 -3.06 2.59  0.6719
O: -2.92 -2.55 4.00  -0.3321
O: -3.63 -2.10 1.60  -0.3105
C: -3.11 -2.02 0.26  -0.2875
C: -4.33 -1.63 -0.68  -0.0476
O: -3.11 -4.66 2.56  -0.2221
C: -4.13 -4.94 1.58  -0.2880
C: -5.56 -4.47 2.08  -0.1118
B: 2.56 -5.68 -0.98  -0.4371
O: 3.74 -5.42 -0.20  0.0309
C: 2.81 -6.32 -2.43  -0.1893
C: 1.60 -7.11 -3.04  -0.1260
H: -1.03 1.11 1.43  0.0709
H: 0.12 1.78 2.61  0.0698
H: -0.53 0.12 2.84  0.0102
H: 1.98 0.78 1.63  0.0637
H: 1.13 -0.80 1.37  0.0724
H: -0.20 0.54 -0.57  0.1005
H: 1.15 1.75 -0.41  0.0920
H: 1.55 0.10 -2.30  0.1002
H: 2.85 -0.12 -1.07  0.0790
H: 0.55 -1.81 -0.36  0.0621
H: 2.21 -2.37 -0.87  0.1117
H: -0.01 -1.47 -2.91  0.1134
H: 1.59 -2.15 -3.27  0.1140
H: -0.71 -3.61 -3.27  0.1053
H: 0.92 -4.30 -3.09  0.0788
H: -1.25 -4.85 -1.44  0.0780
H: -0.80 -3.33 -0.65  0.0372
H: -0.88 -6.70 1.08  0.0675
H: -0.67 -7.16 -0.62  0.0770
H: 0.39 -8.51 1.67  0.1133
H: 1.86 -7.72 1.06  0.1152
H: -0.02 -9.22 -0.58  0.0777
H: 1.62 -3.21 1.21  0.0603
H: 2.04 -4.78 1.96  0.0790
H: 0.46 -4.02 3.47  0.1125
H: -0.62 -5.02 2.49  0.0758
H: -0.51 -2.07 3.03  0.0873
H: -0.64 -2.31 1.28  0.0473
H: -2.35 -1.22 0.12  0.1106
H: -2.72 -2.98 -0.15  0.0800
H: -4.48 -2.39 -1.48  0.0762
H: -4.22 -0.60 -1.07  0.0764
H: -5.27 -1.65 -0.07  0.0349
H: -4.19 -6.05 1.51  0.0985
H: -3.89 -4.58 0.56  0.0820
H: -5.43 -4.03 3.09  0.0771
H: -5.90 -3.67 1.40  -0.0008
H: -6.24 -5.35 2.09  0.0546
H: 3.84 -4.48 -0.04  0.0796
H: 3.10 -5.47 -3.10  0.1095
H: 3.73 -6.94 -2.35  0.1106
H: 1.60 -8.14 -2.63  0.0668
H: 1.80 -7.23 -4.13  0.0742
H: 0.62 -6.60 -2.96  0.0594
Cl: 4.00 4.36 2.02  0.5113
C: 4.84 2.83 1.72  -1.5117
Cl: 4.73 1.77 3.12  0.5342
Cl: 4.19 2.04 0.28  0.5374
H: 5.89 3.05 1.53  0.0188
Cl: -3.54 1.59 5.85  0.4941
C: -2.55 0.13 5.71  -1.5376
Cl: -0.84 0.54 5.58  0.5349
Cl: -2.83 -0.96 7.08  0.5347
H: -2.84 -0.40 4.80  -0.0240
Cl: -8.18 -0.75 0.75  0.5164
C: -7.44 -0.04 2.19  -1.5207
Cl: -6.00 -0.94 2.66  0.6095
Cl: -7.05 1.66 1.91  0.5250
H: -8.16 -0.09 3.00  0.0138
Cl: 5.12 8.49 0.65  0.5350
C: 3.58 7.77 0.18  -1.5359
Cl: 3.84 6.27 -0.72  0.4684
Cl: 2.56 7.49 1.59  0.4822
H: 3.07 8.47 -0.48  -0.0155
Cl: 6.06 5.88 -3.03  0.5166
C: 5.75 4.37 -3.89  -1.5247
Cl: 7.20 3.82 -4.72  0.5321
Cl: 5.16 3.14 -2.77  0.5062
H: 4.98 4.56 -4.63  0.0179
Cl: 0.00 4.95 -1.61  0.5186
C: -0.64 6.50 -1.04  -1.5254
Cl: -0.91 6.46 0.70  0.5171
Cl: 0.46 7.82 -1.48  0.5371
H: -1.59 6.68 -1.53  0.0137
Cl: -2.73 4.51 4.48  0.5002
C: -3.20 5.73 5.67  -1.5388
Cl: -2.84 7.35 5.07  0.5129
Cl: -4.91 5.57 6.08  0.5256
H: -2.62 5.56 6.57  0.0166
Cl: -0.28 11.98 4.79  0.5257
C: -0.64 10.40 4.09  -1.5523
Cl: -2.17 10.44 3.21  0.5097
Cl: 0.67 9.88 3.03  0.5017
H: -0.73 9.68 4.89  -0.0079
Cl: 9.27 8.82 -5.26  0.5299
C: 7.53 8.88 -4.93  -1.5478
Cl: 7.06 10.49 -4.36  0.5284
Cl: 6.61 8.43 -6.37  0.5310
H: 7.31 8.16 -4.14  -0.0402
Cl: -5.62 -6.51 -1.09  0.5544
C: -7.34 -6.33 -0.71  -1.5209
Cl: -7.71 -4.68 -0.19  0.5675
Cl: -8.33 -6.78 -2.10  0.5334
H: -7.58 -7.00 0.11  0.0182
Cl: 6.11 8.81 -11.08  0.5188
C: 5.54 9.81 -9.74  -1.5603
Cl: 5.79 11.53 -10.10  0.5219
Cl: 3.83 9.49 -9.41  0.5123
H: 6.11 9.56 -8.86  -0.0471

Summary:
* E_HOMO: -0.343 Eh
* total energy: -17394.29477 Ha

---

(2)
ORCA calculation (ωB97M-V/def2-TZVPD) on a structure of composition C30H55EuN4O2P2 at a distorted geometry.

Each line ends with the Löwdin charge.
Atoms and positions in Å:
C: 1.82 1.84 -1.19  -0.3586
C: -0.22 2.28 -0.08  -0.3716
C: 2.00 3.19 -1.50  -0.0589
C: -0.02 3.67 -0.30  -0.0464
C: 1.10 4.12 -0.98  -0.0629
H: 2.87 3.47 -2.09  0.1090
H: -0.77 4.35 0.10  0.1102
H: 1.27 5.18 -1.12  0.1089
N: 0.78 1.41 -0.45  -0.0571
P: 2.86 -0.71 -0.70  1.0712
P: -2.65 0.68 0.91  0.9789
C: 2.80 0.81 -1.74  -0.2714
H: 2.53 0.52 -2.77  0.0765
H: 3.80 1.26 -1.82  0.0719
C: -0.41 -3.20 1.93  0.0060
O: -0.79 -4.22 2.28  0.0883
C: -1.39 1.90 0.68  -0.3834
H: -1.66 2.73 1.35  0.0446
C: -4.18 1.43 -0.02  -0.6494
C: -2.93 0.69 2.81  -0.7052
C: 3.01 -2.20 -1.89  -0.6876
C: 4.43 -0.33 0.31  -0.6975
C: -4.87 0.22 -0.66  -0.1142
H: -5.33 -0.44 0.10  0.0843
H: -5.67 0.55 -1.34  0.0929
H: -4.15 -0.38 -1.23  0.0210
C: -5.20 2.21 0.82  -0.0977
H: -5.63 1.62 1.64  0.0626
H: -4.80 3.15 1.21  0.0786
H: -6.05 2.48 0.16  0.0920
C: -3.61 2.37 -1.09  -0.1130
H: -4.39 2.64 -1.80  0.0957
H: -3.22 3.29 -0.65  0.0835
H: -2.79 1.88 -1.63  0.0374
C: -4.11 -0.25 3.11  -0.1009
H: -3.88 -1.29 2.82  0.0745
H: -4.31 -0.23 4.19  0.0872
H: -5.03 0.04 2.60  0.0577
C: -1.66 0.13 3.49  -0.1621
H: -1.46 -0.92 3.20  0.0297
H: -0.77 0.76 3.31  0.0511
H: -1.83 0.13 4.58  0.0956
C: -3.19 2.09 3.37  -0.0981
H: -4.09 2.55 2.95  0.0544
H: -3.34 2.00 4.45  0.0865
H: -2.34 2.77 3.21  0.0724
C: 4.71 -1.54 1.22  -0.0947
H: 5.62 -1.33 1.80  0.0918
H: 3.88 -1.72 1.92  0.0610
H: 4.89 -2.46 0.65  0.0606
C: 4.11 0.90 1.18  -0.0900
H: 3.83 1.77 0.58  0.0777
H: 3.31 0.70 1.91  0.0491
H: 5.02 1.16 1.75  0.0952
C: 5.66 -0.02 -0.55  -0.0856
H: 6.51 0.14 0.12  0.0932
H: 5.91 -0.82 -1.24  0.0575
H: 5.54 0.91 -1.14  0.0743
C: 2.39 -1.88 -3.26  -0.1053
H: 3.03 -1.23 -3.87  0.0888
H: 2.26 -2.82 -3.82  0.0986
H: 1.40 -1.41 -3.16  0.0422
C: 2.21 -3.33 -1.22  -0.1266
H: 1.15 -3.04 -1.07  0.0500
H: 2.22 -4.22 -1.87  0.0892
H: 2.62 -3.61 -0.24  0.0722
C: 4.45 -2.66 -2.14  -0.0982
H: 5.04 -1.90 -2.67  0.0805
H: 4.98 -2.96 -1.23  0.0649
H: 4.41 -3.55 -2.80  0.0947
Eu: 0.36 -0.49 1.14  1.3612
N: -1.08 -0.80 -0.83  0.0259
C: -1.77 -0.30 -1.66  -0.1185
C: -2.28 -0.56 -3.12  -0.5615
C: -3.12 0.55 -3.71  -0.0642
C: -1.05 -0.73 -4.00  -0.0558
C: -3.10 -1.86 -3.13  -0.0394
H: -4.05 0.71 -3.17  0.0663
H: -2.55 1.49 -3.76  0.0983
H: -3.39 0.28 -4.74  0.1000
H: -0.50 -1.64 -3.72  0.0739
H: -1.35 -0.82 -5.06  0.1045
H: -0.39 0.14 -3.90  0.0973
H: -3.32 -2.14 -4.16  0.1039
H: -2.53 -2.67 -2.65  0.0938
H: -4.05 -1.74 -2.59  0.0785
N: 2.64 -0.45 5.19  0.1919
C: 1.94 -1.14 4.27  -0.6058
N: 1.60 -2.40 4.58  0.1924
O: 1.65 -0.61 3.15  -0.2121
H: 2.85 -0.86 6.09  0.1196
H: 2.87 0.52 5.01  0.1278
H: 1.07 -2.96 3.92  0.0727
H: 1.88 -2.79 5.47  0.1215

Summary:
* ΔE to the lowest compared entry with this formula, charge and spin: 1.1 kcal/mol
* multiplicity: 8
* E_HOMO (spin up / spin down): -0.311 / -0.312 Eh
* net charge: +1
* total energy: -2938.47162 Ha
* expectation value of S²: 15.7604

---

(3)
ORCA calculation (ωB97M-V/def2-TZVPD) on a structure of composition C30H55GaNSSbSeSi2.

Each line ends with the Löwdin charge.
Atoms and positions in Å:
Ga: 1.07 -1.20 0.64  0.0571
C: -3.40 -1.15 -4.73  -0.1858
Si: -1.83 -0.61 -3.87  0.4995
C: -1.79 1.25 -3.72  -0.1684
C: -0.36 -1.24 -4.83  -0.1787
C: -1.84 -1.39 -2.14  -0.2247
C: -2.89 -2.20 -1.71  -0.0629
C: -2.89 -2.80 -0.46  -0.0521
C: -1.81 -2.59 0.37  -0.1042
N: -0.79 -1.81 -0.01  -0.0593
C: -0.79 -1.22 -1.22  -0.6905
S: 0.65 -0.26 -1.45  0.7338
H: -3.38 -0.79 -5.77  0.0355
H: -4.29 -0.74 -4.26  0.0353
H: -3.49 -2.24 -4.77  0.0348
H: -1.76 1.72 -4.71  0.0382
H: -0.92 1.59 -3.16  0.0024
H: -2.69 1.62 -3.21  0.0232
H: -0.42 -0.86 -5.86  0.0350
H: -0.36 -2.33 -4.88  0.0374
H: 0.59 -0.91 -4.40  0.0097
H: -3.73 -2.36 -2.37  0.0990
H: -3.71 -3.43 -0.13  0.1067
H: -1.75 -3.02 1.36  0.1266
C: 4.58 4.22 4.54  -0.0526
C: 3.62 3.17 4.05  -0.2684
C: 2.85 2.44 4.95  -0.0149
C: 1.96 1.46 4.53  -0.2997
C: 1.14 0.72 5.56  -0.0935
C: 1.84 1.19 3.15  -0.4816
Se: 0.51 -0.12 2.68  0.8308
C: 2.59 1.92 2.23  -0.2975
C: 2.46 1.71 0.76  -0.0858
C: 3.48 2.89 2.70  -0.0108
H: 4.07 4.98 5.14  0.0800
H: 5.07 4.72 3.70  0.0723
H: 5.36 3.78 5.16  0.0809
H: 2.93 2.64 6.01  0.1189
H: 1.51 0.95 6.56  0.0756
H: 1.18 -0.36 5.41  0.0554
H: 0.09 1.01 5.50  0.0734
H: 1.41 1.79 0.45  0.0248
H: 2.84 0.73 0.46  0.0330
H: 3.03 2.45 0.20  0.0943
H: 4.06 3.45 1.98  0.1156
C: 5.13 -3.94 0.54  -0.1915
Si: 4.14 -2.34 0.57  0.4034
C: 4.59 -1.36 -0.97  -0.1761
C: 4.59 -1.39 2.13  -0.1636
C: 2.32 -2.71 0.60  -0.3364
H: 6.20 -3.74 0.62  0.0309
H: 4.96 -4.48 -0.40  0.0290
H: 4.84 -4.59 1.36  0.0292
H: 5.50 -0.77 -0.81  0.0334
H: 3.81 -0.67 -1.28  0.0008
H: 4.77 -2.04 -1.80  0.0319
H: 5.59 -0.94 2.05  0.0367
H: 4.60 -2.07 2.99  0.0380
H: 3.88 -0.59 2.36  0.0072
H: 2.11 -3.30 1.50  0.0205
H: 2.03 -3.32 -0.26  0.0240
C: -0.76 3.45 -0.26  -0.1668
C: -1.13 3.07 1.17  -0.5890
C: -1.55 4.30 1.98  -0.1352
Sb: -2.60 1.48 1.14  1.5045
C: -4.25 2.71 0.40  -0.5807
C: -5.04 1.88 -0.61  -0.1885
C: -5.19 3.38 1.40  -0.1536
C: -2.83 1.30 3.31  -0.5964
C: -3.74 2.23 4.09  -0.1503
C: -3.15 -0.16 3.63  -0.1921
H: 0.09 4.14 -0.28  0.0792
H: -1.59 3.97 -0.76  0.0664
H: -0.51 2.58 -0.87  0.0266
H: -0.27 2.61 1.66  0.0379
H: -2.46 4.75 1.58  0.0647
H: -0.76 5.07 1.94  0.0777
H: -1.72 4.06 3.03  0.0582
H: -3.72 3.50 -0.14  0.0640
H: -5.57 1.06 -0.11  0.0695
H: -4.40 1.44 -1.37  0.0350
H: -5.80 2.50 -1.11  0.0734
H: -5.74 2.64 1.99  0.0649
H: -5.94 3.98 0.87  0.0757
H: -4.67 4.04 2.09  0.0520
H: -1.79 1.49 3.62  0.0344
H: -4.80 2.03 3.88  0.0619
H: -3.56 3.28 3.88  0.0472
H: -3.60 2.07 5.16  0.0769
H: -4.15 -0.44 3.28  0.0705
H: -3.13 -0.33 4.72  0.0757
H: -2.43 -0.85 3.18  0.0211

Summary:
* ΔE to the lowest compared entry with this formula, charge and spin: 4.0 kcal/mol
* E_HOMO: -0.276 Eh
* total energy: -6774.64209 Ha

---

(4)
ORCA calculation (ωB97M-V/def2-TZVPD) on a cluster of 7 separate species, C30H56BClN8O4 in total.

Each line ends with the Löwdin charge.
Atoms and positions in Å:
C: 2.38 3.91 4.84  -0.0871
C: 2.54 3.55 3.34  -0.2288
N: 1.36 2.81 2.84  -0.0253
C: 1.63 1.72 1.96  -0.8185
Cl: 0.12 1.55 0.90  0.6718
N: 1.86 0.44 2.59  0.0023
C: 1.87 0.42 4.07  -0.2300
C: 2.22 -0.99 4.54  -0.0774
O: 2.68 1.99 1.06  -0.0407
C: 3.76 1.10 1.11  -0.3170
O: 4.72 1.35 1.79  0.1450
B: 3.72 -0.20 0.16  -0.5869
O: 4.56 -1.23 0.48  0.1778
O: 2.84 -0.32 -0.88  0.1848
H: 3.05 3.31 5.46  0.0645
H: 2.55 4.97 5.02  0.0634
H: 1.36 3.68 5.17  0.0712
H: 2.63 4.48 2.77  0.1135
H: 3.43 2.95 3.21  0.0955
H: 0.73 3.45 2.37  0.0908
H: 1.18 -0.22 2.25  0.0544
H: 2.65 1.11 4.40  0.1032
H: 0.91 0.75 4.48  0.1183
H: 3.29 -1.16 4.43  0.0795
H: 1.69 -1.72 3.92  0.0408
H: 1.94 -1.14 5.58  0.0436
H: 5.38 -0.91 0.87  0.1198
H: 2.65 0.54 -1.27  0.1073
C: -1.12 3.64 -3.97  -0.1338
C: 0.09 4.44 -3.52  -0.2574
C: 0.32 4.35 -2.01  -0.1937
C: -0.83 4.86 -1.27  -0.2512
N: -1.76 5.27 -0.72  0.1384
H: -2.04 4.02 -3.51  0.0564
H: -1.25 3.70 -5.05  0.0272
H: -1.02 2.59 -3.70  0.0842
H: -0.04 5.49 -3.80  0.1144
H: 0.98 4.08 -4.04  0.0913
H: 1.20 4.92 -1.71  0.1184
H: 0.48 3.31 -1.71  0.0926
C: -4.01 -2.24 1.74  -0.1068
C: -3.48 -1.11 0.87  -0.2560
C: -2.21 -1.50 0.10  -0.1866
C: -1.12 -1.85 1.01  -0.2164
N: -0.27 -2.08 1.75  0.1903
H: -3.29 -2.52 2.51  0.0722
H: -4.93 -1.94 2.24  0.0731
H: -4.23 -3.13 1.15  0.0765
H: -3.28 -0.24 1.48  0.1120
H: -4.24 -0.82 0.14  0.1062
H: -1.86 -0.67 -0.52  0.1081
H: -2.39 -2.36 -0.55  0.1222
C: 2.85 -3.67 1.99  -0.1051
C: 2.47 -4.49 0.77  -0.2487
C: 1.62 -5.72 1.14  -0.1859
C: 2.35 -6.62 2.03  -0.2399
N: 2.93 -7.32 2.73  0.1524
H: 3.48 -4.25 2.68  0.0760
H: 3.41 -2.79 1.70  0.0519
H: 1.96 -3.35 2.53  0.0356
H: 3.36 -4.81 0.23  0.1139
H: 1.88 -3.87 0.08  0.1040
H: 1.34 -6.28 0.25  0.1164
H: 0.71 -5.40 1.64  0.1158
C: 1.01 -6.18 5.45  -0.1097
C: 2.29 -6.12 6.28  -0.2583
C: 2.09 -5.43 7.63  -0.1917
C: 1.66 -4.04 7.48  -0.2237
N: 1.32 -2.95 7.34  0.1538
H: 0.66 -5.18 5.20  0.0707
H: 1.20 -6.71 4.52  0.0339
H: 0.22 -6.70 5.98  0.0771
H: 3.07 -5.60 5.71  0.1079
H: 2.65 -7.13 6.46  0.1096
H: 3.02 -5.42 8.20  0.1164
H: 1.34 -5.95 8.22  0.1191
C: -0.31 0.40 -9.09  -0.1115
C: -1.49 1.16 -8.50  -0.2653
C: -1.20 2.65 -8.30  -0.1972
C: -0.09 2.86 -7.37  -0.2295
N: 0.77 3.04 -6.63  0.1634
H: 0.55 0.43 -8.42  0.0703
H: -0.57 -0.65 -9.25  0.0704
H: -0.01 0.82 -10.05  0.0755
H: -1.78 0.72 -7.55  0.1046
H: -2.35 1.07 -9.17  0.1077
H: -2.08 3.15 -7.88  0.0838
H: -0.94 3.13 -9.24  0.1203
C: -6.47 4.60 -4.24  -0.1068
C: -6.45 3.13 -3.83  -0.2580
C: -5.03 2.59 -3.64  -0.1820
C: -4.25 2.67 -4.87  -0.2170
N: -3.63 2.75 -5.84  0.1838
H: -5.98 4.75 -5.20  0.0707
H: -7.50 4.95 -4.34  0.0724
H: -5.97 5.22 -3.50  0.0798
H: -6.97 2.53 -4.59  0.1109
H: -7.00 3.00 -2.90  0.1081
H: -5.05 1.54 -3.33  0.1174
H: -4.51 3.15 -2.87  0.1194

Summary:
* ΔE to the lowest compared entry with this formula, charge and spin: 0.0 kcal/mol
* E_HOMO: -0.349 Eh
* total energy: -2400.83190 Ha

---

Among the records above, which one has the highest total energy? C30H56BClN8O4

---

The highest total energy belongs to which entry? C30H56BClN8O4

---

What is the formula in the second record? C30H55EuN4O2P2